Record 1
Molecular formula: C18H14FNO4S
Method: DFT, ωB97M-V/def2-TZVPD

Each line ends with the natural charge from an NBO analysis.
CARTESIAN COORDINATES (ANGSTROEM)
O  0.44  3.78  0.39  -0.566
C  0.70  2.81  1.05  0.741
O  0.77  1.55  0.56  -0.513
C  0.49  1.39  -0.82  -0.009
C  1.41  0.32  -1.45  0.671
O  1.61  0.28  -2.64  -0.618
N  1.88  -0.57  -0.56  -0.604
C  2.35  -1.88  -0.98  -0.262
C  1.20  -2.83  -0.98  -0.214
C  0.13  -2.83  -1.83  -0.258
C  -0.85  -3.78  -1.48  -0.252
C  -0.52  -4.49  -0.37  -0.418
S  1.00  -4.01  0.28  0.430
C  -0.90  0.85  -1.07  -0.152
C  -1.65  1.31  -2.15  -0.158
C  -2.89  0.76  -2.43  -0.223
C  -3.41  -0.25  -1.63  -0.189
C  -2.68  -0.72  -0.56  -0.296
C  -1.44  -0.17  -0.29  0.470
F  -0.74  -0.65  0.76  -0.343
C  0.97  2.80  2.49  0.173
C  1.16  1.75  3.36  -0.246
C  1.36  2.33  4.63  -0.326
C  1.29  3.69  4.43  0.130
O  1.05  3.97  3.15  -0.370
H  0.62  2.34  -1.34  0.250
H  1.57  -0.48  0.40  0.414
H  2.75  -1.76  -1.99  0.249
H  3.14  -2.22  -0.31  0.212
H  0.06  -2.16  -2.67  0.239
H  -1.76  -3.93  -2.04  0.226
H  -1.07  -5.28  0.11  0.235
H  -1.25  2.09  -2.77  0.226
H  -3.46  1.13  -3.27  0.219
H  -4.37  -0.68  -1.85  0.219
H  -3.05  -1.51  0.08  0.232
H  1.13  0.71  3.12  0.238
H  1.54  1.83  5.55  0.234
H  1.39  4.51  5.11  0.208

## Properties
LUMO energy (eV): 0.5
Net charge: 0
E_HOMO (eV): -8.88
SMILES: O=C(O[C@@H](C(=O)NCc1cccs1)c1ccccc1F)c1ccco1
Frontier orbital gap (eV): 9.4


Record 2
Molecular formula: C2H3Cl3N2
Method: DFT, ωB97M-V/def2-TZVPD

Each line ends with the Löwdin spin population.
CARTESIAN COORDINATES (ANGSTROEM)
C  -0.13  0.02  -0.07  0.049
C  1.44  -0.11  0.60  0.040
N  -0.14  0.40  -1.24  0.165
N  -1.11  -0.52  0.74  0.733
Cl  1.32  0.92  1.94  0.006
Cl  1.87  -1.76  1.00  0.007
Cl  -2.80  -0.36  0.70  0.974
H  2.08  0.32  -0.14  0.002
H  -0.99  0.24  -1.68  0.006
H  -0.74  -0.95  1.53  0.017

## Properties
LUMO energy (alpha / beta) (eV): 0.7 / -2.8
Expectation value of S²: 2.016
Net charge: 0
E_HOMO (alpha / beta) (eV): -6.02 / -10.54
Frontier orbital gap (alpha / beta) (eV): 6.7 / 7.7
Multiplicity: 3


Record 3
Molecular formula: C22H45N3O5S5
Method: DFT, ωB97M-V/def2-TZVPD

Each line ends with the Löwdin charge.
CARTESIAN COORDINATES (ANGSTROEM)
C  2.17  -5.01  -1.09  -0.282
S  3.81  -4.39  -1.48  0.829
O  3.63  -3.10  -2.25  -0.558
C  4.23  -3.95  0.19  -0.275
H  1.63  -4.23  -0.54  0.025
H  2.13  -5.92  -0.49  0.056
H  1.60  -5.19  -2.00  0.045
H  3.45  -3.41  0.73  0.037
H  5.11  -3.31  0.16  0.058
H  4.44  -4.88  0.73  0.059
C  0.65  1.88  3.62  -0.264
S  0.01  0.56  4.69  0.805
O  -0.17  1.22  6.02  -0.557
C  -1.68  0.54  4.00  -0.268
H  0.72  1.55  2.58  0.012
H  1.66  2.11  3.98  0.055
H  0.16  2.84  3.69  0.067
H  -2.10  1.53  4.17  0.057
H  -2.16  -0.27  4.56  0.044
H  -1.71  0.26  2.95  0.032
C  0.20  0.63  -1.12  -0.234
S  1.89  0.71  -0.43  0.850
O  2.09  1.89  0.48  -0.564
C  1.76  -0.77  0.61  -0.251
H  -0.50  0.46  -0.30  0.044
H  0.22  -0.21  -1.80  0.036
H  -0.02  1.62  -1.52  0.035
H  0.85  -0.72  1.21  0.037
H  2.61  -0.85  1.29  0.064
H  1.87  -1.72  0.08  0.035
C  4.16  2.37  -3.70  -0.277
S  3.99  4.17  -3.67  0.823
O  3.37  4.53  -4.99  -0.558
C  2.68  4.24  -2.41  -0.283
H  4.86  2.14  -4.49  0.046
H  3.24  1.81  -3.88  0.054
H  4.56  1.98  -2.76  0.049
H  2.99  3.90  -1.42  0.044
H  1.79  3.70  -2.74  0.052
H  2.33  5.27  -2.32  0.045
C  -3.16  2.21  -2.19  -0.267
S  -3.99  3.17  -3.49  0.814
O  -3.88  4.60  -3.08  -0.564
C  -5.72  2.70  -3.11  -0.254
H  -2.08  2.32  -2.30  0.030
H  -3.44  1.16  -2.24  0.047
H  -3.46  2.59  -1.21  0.036
H  -6.34  3.38  -3.68  0.047
H  -5.87  2.93  -2.05  0.051
H  -5.80  1.63  -3.25  0.046
N  0.48  -3.47  4.15  0.027
C  1.11  -4.62  3.75  -0.137
C  0.85  -4.82  2.43  -0.107
C  0.06  -3.72  1.98  -0.112
C  -0.13  -2.89  3.05  -0.139
H  0.29  -3.20  5.09  0.144
H  1.75  -5.16  4.42  0.109
H  1.20  -5.61  1.78  0.080
H  -0.21  -3.49  0.96  0.070
H  -0.74  -2.01  3.09  0.082
N  -1.40  -4.01  -1.48  0.011
C  -2.43  -4.47  -0.68  -0.118
C  -3.14  -3.37  -0.29  -0.108
C  -2.45  -2.21  -0.73  -0.111
C  -1.44  -2.66  -1.53  -0.164
H  -0.69  -4.50  -2.00  0.127
H  -2.54  -5.53  -0.49  0.108
H  -4.00  -3.38  0.37  0.094
H  -2.72  -1.18  -0.56  0.083
H  -0.65  -2.10  -2.02  0.093
N  -0.26  3.53  0.65  0.023
C  -1.55  3.16  0.98  -0.163
C  -2.39  4.22  0.71  -0.112
C  -1.59  5.21  0.08  -0.101
C  -0.31  4.73  0.01  -0.128
H  0.57  2.94  0.73  0.067
H  -1.72  2.25  1.53  0.084
H  -3.45  4.22  0.89  0.094
H  -1.86  6.20  -0.24  0.098
H  0.56  5.22  -0.41  0.098

## Properties
LUMO energy (eV): 0.1
Net charge: 0
E_HOMO (eV): -8.24
Frontier orbital gap (eV): 8.4


Record 4
Molecular formula: C2H4N2O
Method: DFT, ωB97M-V/def2-TZVPD

Each line ends with the natural charge from an NBO analysis.
CARTESIAN COORDINATES (ANGSTROEM)
O  0.05  1.99  -0.18  -0.654
C  -0.07  0.70  0.07  0.401
C  -0.68  -0.17  0.85  -0.200
N  -0.08  -1.36  0.30  -0.463
N  0.47  -0.54  -0.89  -0.509
H  0.66  2.10  -0.95  0.503
H  -1.29  -0.01  1.84  0.218
H  -0.63  -2.11  -0.13  0.358
H  1.57  -0.61  -0.91  0.346

## Properties
LUMO energy (eV): 0.7
Net charge: 0
E_HOMO (eV): -8.16
SMILES: Oc1c[nH][nH]1
Frontier orbital gap (eV): 8.8


no.,total energy (Ha)
1,-1548.099070
2,-1567.890371
3,-3396.460929
4,-263.221204